No. 1
Formula: C17H9BrF5GdINO6S
Source: the Open Molecules 2025 dataset
Level of theory: ωB97M-V with the def2-TZVPD basis set

The geometry in ORCA input format:
```
! wB97M-V def2-TZVPD RIJCOSX def2/J DEFGRID3
* xyz 0 8
Gd -0.22 -0.03 1.03
O 0.12 -2.29 4.68
C -0.48 -2.09 3.53
O -0.82 -0.99 3.13
C -0.80 -3.38 2.80
O -0.73 -3.26 1.39
C 0.57 -3.45 0.82
C 1.15 -2.05 0.82
O 1.46 -1.56 1.92
O 1.00 -1.33 -0.23
H 0.27 -1.42 5.10
H -0.16 -4.18 3.17
H -1.84 -3.62 3.04
H 1.17 -4.14 1.41
H 0.42 -3.82 -0.19
F 0.00 7.05 0.82
C 0.27 5.81 1.25
C -0.09 4.72 0.50
F -0.73 4.87 -0.66
C 0.22 3.46 0.98
F -0.15 2.40 0.23
C 0.86 3.22 2.17
S 1.24 1.60 2.71
C 1.21 4.35 2.90
F 1.84 4.22 4.07
C 0.92 5.62 2.45
F 1.27 6.69 3.18
O -4.78 -0.37 0.95
C -3.61 -0.17 0.95
N -2.43 0.03 0.94
Br -1.63 1.10 -5.47
C -0.52 -0.34 -4.99
C 0.10 -1.05 -6.02
C 0.93 -2.12 -5.72
C 1.15 -2.48 -4.41
C 0.54 -1.78 -3.38
C -0.30 -0.72 -3.67
I -1.24 0.29 -2.10
H -0.08 -0.75 -7.04
H 1.41 -2.66 -6.53
H 1.80 -3.32 -4.17
H 0.71 -2.05 -2.35
*
```

Calculated values
Energy above the lowest of the compared OMol25 structures with the same formula, charge and spin = 6.684 eV
E_tot = -154945.7300 eV
Gap between HOMO and LUMO (alpha / beta) = 5.29 / 4.15 eV
⟨S²⟩ = 16.0948
HOMO energy (alpha / beta) = -0.1915 / -0.2968 hartree

No. 2
Formula: C17H9BrN2O6RuSe2Te2
Source: the Open Molecules 2025 dataset
Level of theory: ωB97M-V with the def2-TZVPD basis set

The geometry in ORCA input format:
```
! wB97M-V def2-TZVPD RIJCOSX def2/J DEFGRID3
* xyz 0 5
Ru 0.53 -0.51 0.57
Se 2.68 -1.29 -0.16
Te 1.17 -3.08 0.76
Te -1.61 -2.31 0.85
Se -1.71 -0.16 1.96
Br 0.08 1.84 -0.73
C 0.81 2.87 0.70
C 0.78 4.22 0.59
C 1.33 5.00 1.63
C 1.87 4.40 2.72
C 1.91 2.99 2.84
C 2.48 2.36 3.98
C 2.51 1.00 4.07
C 1.98 0.20 3.03
C 1.40 0.76 1.92
C 1.36 2.18 1.81
H 0.34 4.69 -0.28
H 1.31 6.08 1.55
H 2.30 5.00 3.52
H 2.89 2.98 4.76
H 2.95 0.53 4.94
H 2.02 -0.88 3.14
O 1.18 -0.55 -3.15
C 0.09 -0.73 -2.62
O -0.13 -1.27 -1.47
C -1.13 -0.18 -3.33
C -2.36 -0.12 -2.70
C -3.45 0.40 -3.38
C -3.35 0.86 -4.68
C -2.12 0.78 -5.28
C -1.01 0.27 -4.64
N -1.99 1.26 -6.68
O -2.97 1.74 -7.20
O -0.92 1.08 -7.23
N -4.77 0.48 -2.72
O -5.65 1.07 -3.31
O -4.91 -0.10 -1.66
H -2.48 -0.47 -1.68
H -4.20 1.27 -5.20
H -0.05 0.23 -5.14
*
```

Calculated values
Energy above the lowest of the compared OMol25 structures with the same formula, charge and spin = 1.271 eV
E_tot = -250937.5731 eV
Gap between HOMO and LUMO (alpha / beta) = 6.54 / 5.37 eV
⟨S²⟩ = 6.0564
HOMO energy (alpha / beta) = -0.2954 / -0.3057 hartree

No. 3
Formula: C17H9F9NO5S3
Source: the Open Molecules 2025 dataset
Level of theory: ωB97M-V with the def2-TZVPD basis set

The geometry in ORCA input format:
```
! wB97M-V def2-TZVPD RIJCOSX def2/J DEFGRID3
* xyz -1 1
F -3.43 2.68 -2.12
C -2.83 2.27 -0.98
F -2.80 3.28 -0.09
F -3.56 1.24 -0.46
S -1.08 1.74 -1.36
C -0.62 0.85 0.11
C 0.73 1.24 0.49
C 1.78 1.24 -0.47
C 3.09 1.37 -0.06
C 3.37 1.58 1.29
C 4.80 1.70 1.71
F 4.94 2.45 2.85
F 5.35 0.47 1.96
F 5.57 2.29 0.74
C 2.36 1.65 2.23
C 1.04 1.50 1.83
O -1.20 0.79 -2.45
O -0.33 2.96 -1.55
H -1.41 0.89 0.87
H 1.58 1.10 -1.54
H 3.89 1.31 -0.79
H 2.60 1.83 3.27
H 0.21 1.56 2.54
F -5.25 -8.59 2.07
C -4.64 -7.39 2.31
F -5.46 -6.39 1.94
F -4.40 -7.28 3.65
S -3.08 -7.41 1.38
N -2.89 -5.70 1.31
C -3.33 -5.03 0.15
O -4.11 -5.48 -0.68
C -2.61 -3.76 0.17
C -1.54 -3.74 1.06
C -0.60 -2.73 1.08
C -0.78 -1.72 0.14
C -1.83 -1.73 -0.77
C -2.78 -2.74 -0.77
S -1.35 -5.24 1.96
O -1.47 -5.04 3.38
O -0.33 -6.09 1.41
H 0.22 -2.75 1.81
H -0.09 -0.86 0.15
H -1.92 -0.93 -1.50
H -3.62 -2.79 -1.46
*
```

Calculated values
Energy above the lowest of the compared OMol25 structures with the same formula, charge and spin = 0.000 eV
E_tot = -86465.8518 eV
Gap between HOMO and LUMO = 6.11 eV
HOMO energy = -0.1543 hartree